# 1
{"formula": "C14H33BrF5GaO15P3S", "method": "ωB97M-V/def2-TZVPD", "elements": ["C", "S", "O", "O", "Ga", "C", "C", "O", "Br", "C", "F", "F", "C", "F", "F", "F", "H", "H", "H", "H", "H", "H", "C", "O", "P", "O", "O", "C", "O", "C", "H", "H", "H", "H", "H", "H", "H", "H", "H", "C", "O", "P", "O", "O", "C", "O", "C", "H", "H", "H", "H", "H", "H", "H", "H", "H", "C", "O", "P", "O", "O", "C", "O", "C", "H", "H", "H", "H", "H", "H", "H", "H", "H"], "positions_angstrom": [[1.58873, -3.14874, 0.47249], [1.59099, -4.81877, -0.44617], [0.83578, -5.90795, 0.41116], [0.96853, -4.69567, -1.88143], [3.81081, -5.50045, -0.50944], [4.58014, -5.35999, 1.39837], [6.21109, -5.43330, 1.51500], [6.76188, -4.90842, 2.64411], [7.48247, -6.25019, 0.20921], [4.84910, -4.48124, -1.97128], [3.87738, -4.27405, -3.11005], [5.97078, -5.28691, -2.58272], [5.37627, -2.98752, -1.55691], [5.62702, -2.77981, -0.11353], [6.71599, -2.81731, -2.23507], [4.52097, -1.88854, -2.08575], [0.51390, -2.67055, 0.49610], [2.39034, -2.49151, -0.09221], [2.02543, -3.38420, 1.53604], [3.87080, -7.07856, -0.91331], [4.17931, -4.33007, 1.85034], [4.04512, -6.19798, 2.05968], [3.14022, 1.39031, -5.33911], [2.68464, 2.15195, -4.23721], [3.91691, 2.49815, -3.07338], [2.85775, 3.02598, -2.10170], [4.47717, 3.73559, -4.00564], [3.57555, 4.74316, -4.43382], [5.14928, 2.84431, -1.90946], [5.98071, 1.73529, -1.64044], [2.33758, 1.32591, -6.07786], [4.01133, 1.86140, -5.80303], [3.40109, 0.38274, -5.00430], [2.66615, 4.78034, -3.82919], [3.30589, 4.55962, -5.47946], [4.07774, 5.71358, -4.37024], [6.48947, 1.42128, -2.55585], [5.38224, 0.90875, -1.24670], [6.72858, 2.02305, -0.89557], [-3.88260, -1.73580, -2.18798], [-2.93886, -2.15310, -1.21996], [-3.30821, -1.62435, 0.38529], [-1.92763, -2.08588, 0.86023], [-4.39223, -2.85240, 0.56145], [-3.97588, -4.18482, 0.31087], [-3.67758, -1.09549, 1.99064], [-4.11970, 0.24448, 2.04166], [-3.64321, -2.21357, -3.14117], [-4.89532, -2.02373, -1.89219], [-3.82838, -0.65038, -2.30734], [-2.89008, -4.30161, 0.34745], [-4.33840, -4.49221, -0.67598], [-4.42372, -4.84007, 1.06456], [-5.03439, 0.35687, 1.45332], [-3.34300, 0.90746, 1.64978], [-4.32774, 0.51166, 3.08198], [-7.51045, 6.02124, 4.09914], [-7.09297, 4.74704, 3.64751], [-5.41674, 4.67279, 3.22613], [-5.62849, 3.28810, 2.60777], [-5.00473, 4.51211, 4.81316], [-5.60818, 3.48651, 5.58483], [-3.74039, 4.59858, 2.80467], [-3.30449, 5.72702, 2.07653], [-8.53952, 5.94685, 4.45916], [-6.87385, 6.37110, 4.91666], [-7.47097, 6.73377, 3.27084], [-6.03915, 2.69329, 4.96918], [-6.39394, 3.92532, 6.20918], [-4.84919, 3.04750, 6.23993], [-3.44020, 6.63137, 2.67582], [-3.87217, 5.81066, 1.14533], [-2.24277, 5.61000, 1.83987]], "mulliken_charge": [-0.55, 0.86, -0.67, -0.65, 0.19, -0.37, 0.25, -0.56, -0.14, 0.37, -0.28, -0.27, 0.72, -0.22, -0.31, -0.22, 0.26, 0.15, 0.22, -0.25, 0.16, 0.36, -0.70, -0.30, 1.07, -0.64, -0.34, -0.66, -0.27, -0.78, 0.23, 0.34, 0.27, 0.34, 0.24, 0.24, 0.32, 0.37, 0.27, -0.80, -0.16, 0.79, -0.52, -0.32, -0.60, -0.28, -0.71, 0.23, 0.35, 0.31, 0.32, 0.23, 0.23, 0.35, 0.39, 0.19, -0.74, -0.28, 0.89, -0.56, -0.31, -0.64, -0.19, -0.80, 0.24, 0.34, 0.30, 0.33, 0.24, 0.25, 0.32, 0.37, 0.23], "max_force_ha_per_bohr": 0.206, "total_charge": -1, "total_energy_ha": -8101.81428}

***

# 2
{"formula": "CH8N4O2", "method": "ωB97M-V/def2-TZVPD", "elements": ["N", "N", "C", "O", "N", "N", "H", "H", "H", "H", "H", "H", "O", "H", "H"], "positions_angstrom": [[0.29455, -1.89672, -0.50707], [-0.43049, -0.74672, -1.00212], [-0.13607, 0.43051, -0.40387], [0.59036, 0.49323, 0.61185], [-0.61229, 1.59832, -0.89756], [-1.59121, 1.82039, -1.85817], [1.30550, -1.73738, -0.57779], [0.10033, -2.12337, 0.48602], [-1.10784, -0.85252, -1.73485], [-0.18987, 2.39870, -0.36407], [-1.30362, 1.49752, -2.80436], [-2.47668, 1.44944, -1.57484], [1.50821, -1.29697, 3.42080], [2.33820, -1.80137, 3.52219], [1.73786, -0.41108, 3.06417]], "mulliken_charge": [-0.67, -0.03, 0.59, -0.68, -0.02, -0.71, 0.27, 0.30, 0.22, 0.23, 0.25, 0.24, -0.64, 0.31, 0.33], "max_force_ha_per_bohr": 0.044, "smiles": "NNC(=O)NN.O", "relative_energy_kj_mol": 0.00, "total_energy_ha": -412.35863}

***

# 3
{"formula": "C18H41ClNO10P2", "method": "ωB97M-V/def2-TZVPD", "elements": ["C", "C", "C", "C", "C", "Cl", "C", "C", "C", "O", "C", "C", "C", "C", "N", "O", "H", "H", "H", "H", "H", "H", "H", "H", "H", "H", "H", "H", "H", "H", "H", "H", "H", "H", "H", "H", "H", "H", "H", "C", "O", "P", "O", "O", "C", "O", "C", "H", "H", "H", "H", "H", "H", "H", "H", "H", "C", "O", "P", "O", "O", "C", "O", "C", "H", "H", "H", "H", "H", "H", "H", "H", "H"], "positions_angstrom": [[-1.23814, 3.75712, -1.44258], [-0.45884, 2.85595, -2.47819], [0.31347, 3.87170, -3.41098], [0.54809, 2.02893, -1.62821], [1.19255, 0.80298, -2.33825], [2.49866, 1.25095, -3.53647], [1.83171, -0.21782, -1.30959], [3.32549, 0.06030, -0.95669], [4.33865, -0.85499, -1.73718], [5.19940, -0.07443, -2.58115], [0.01603, 0.00354, -3.01648], [-0.95263, 0.87045, -3.86976], [-2.20724, -0.05635, -4.17055], [-0.30298, 1.15586, -5.26227], [-1.48139, 2.05673, -3.16977], [-2.20650, 2.75639, -3.96729], [-1.88390, 4.47112, -1.97857], [-0.53707, 4.23135, -0.73904], [-1.91274, 3.05353, -0.90809], [0.01109, 3.82104, -4.46676], [0.09114, 4.90501, -3.07432], [1.40516, 3.75109, -3.28148], [-0.02438, 1.62517, -0.76311], [1.32712, 2.69091, -1.20844], [1.17733, -0.18812, -0.41448], [1.74017, -1.23015, -1.74667], [3.60853, 1.12368, -1.00280], [3.44784, -0.23605, 0.10982], [3.78020, -1.56448, -2.37874], [5.00970, -1.39607, -1.05123], [4.92155, -0.18125, -3.48622], [-0.56609, -0.40121, -2.15620], [0.39515, -0.87615, -3.56591], [-2.42829, -0.08836, -5.25220], [-3.07129, 0.35326, -3.61391], [-2.06154, -1.08770, -3.80004], [-1.06962, 1.37346, -6.02926], [0.50494, 1.90063, -5.25518], [0.16353, 0.20005, -5.58670], [-1.00620, 0.51835, 3.20467], [-2.39554, 0.63828, 3.53256], [-3.17808, 1.90896, 2.96988], [-2.33948, 2.93873, 2.32708], [-4.01320, 2.41429, 4.23254], [-3.26160, 2.87634, 5.35405], [-4.29378, 1.25360, 2.04743], [-5.15587, 2.14477, 1.33428], [-0.42117, 1.18328, 3.84069], [-0.69661, -0.50949, 3.38810], [-0.82656, 0.75568, 2.15624], [-2.46833, 3.55734, 5.03915], [-2.82899, 2.02689, 5.88598], [-3.93665, 3.40546, 6.02319], [-4.64085, 2.53317, 0.45479], [-5.47752, 2.97406, 1.96655], [-6.03334, 1.58631, 1.01485], [-0.81846, -4.85833, 3.32640], [0.49426, -5.41535, 3.45140], [1.74219, -4.44842, 3.22347], [1.42297, -3.10239, 2.70842], [2.70602, -5.31347, 2.29151], [2.21573, -5.64239, 0.99222], [2.48069, -4.49079, 4.62925], [3.64324, -3.67172, 4.78025], [-1.07648, -4.75143, 2.27241], [-1.52249, -5.54323, 3.79568], [-0.88766, -3.89056, 3.82231], [1.78719, -4.76533, 0.50253], [1.46148, -6.42776, 1.06825], [3.04822, -6.00887, 0.39555], [3.34647, -2.63700, 4.95483], [4.28244, -3.72578, 3.89737], [4.20308, -4.03128, 5.64104]], "mulliken_spin": [0.01, 0.05, 0.02, 0.02, -0.01, 0.00, 0.00, 0.00, 0.00, 0.00, 0.01, 0.02, 0.02, 0.01, 0.31, 0.58, 0.00, 0.00, 0.00, 0.00, 0.00, 0.00, -0.01, 0.00, 0.00, 0.00, 0.00, 0.00, 0.00, 0.00, 0.00, 0.00, 0.00, 0.00, 0.00, 0.00, 0.00, 0.00, 0.00, 0.00, 0.00, 0.00, 0.00, 0.00, 0.00, 0.00, 0.00, 0.00, 0.00, 0.00, 0.00, 0.00, 0.00, 0.00, 0.00, 0.00, 0.00, 0.00, 0.00, 0.00, 0.00, 0.00, 0.00, 0.00, 0.00, 0.00, 0.00, 0.00, 0.00, 0.00, 0.00, 0.00, 0.00], "max_force_ha_per_bohr": 0.059, "s2": 0.754, "total_energy_ha": -2660.59432, "spin_multiplicity": 2}

***

# 4
{"formula": "C20H42BrF2N4O9P4S", "method": "ωB97M-V/def2-TZVPD", "elements": ["C", "C", "O", "P", "O", "C", "C", "C", "C", "P", "N", "O", "O", "O", "C", "Br", "P", "S", "N", "P", "C", "O", "C", "N", "C", "C", "F", "C", "C", "F", "N", "C", "C", "C", "C", "O", "C", "O", "O", "C", "C", "H", "H", "H", "H", "H", "H", "H", "H", "H", "H", "H", "H", "H", "H", "H", "H", "H", "H", "H", "H", "H", "H", "H", "H", "H", "H", "H", "H", "H", "H", "H", "H", "H", "H", "H", "H", "H", "H", "H", "H", "H", "H"], "positions_angstrom": [[1.21140, 5.60400, -1.97679], [2.09743, 4.33147, -2.44664], [2.73078, 3.81450, -1.23401], [3.56599, 2.37352, -1.52675], [3.33702, 1.94347, -2.99640], [3.18176, 0.99357, -0.31511], [1.81221, 1.24517, 0.52717], [1.60531, -0.01916, 1.47788], [0.65228, -1.16198, 0.82730], [1.60692, -2.75146, 1.39051], [2.03044, -2.59351, 2.94402], [3.06147, -2.86056, 0.52113], [0.72220, -4.18748, 1.26519], [0.85738, -1.05487, -0.58328], [-0.14497, -1.57378, -1.43664], [0.52063, -3.44149, -1.91419], [0.03683, -0.63740, -3.10728], [0.63212, -1.79361, -4.59069], [-1.48772, -1.80524, -0.91343], [-2.82556, -0.85337, -1.52387], [-4.31504, -0.86045, -0.30033], [-2.44094, 0.85018, -1.56242], [-1.52596, -2.14098, 0.50900], [-2.17590, -3.21809, 0.95023], [-2.68001, -3.38728, 2.33986], [-1.87786, -4.52608, 3.17309], [-2.90024, -5.40495, 3.71050], [-2.37605, -4.43283, 0.06524], [-3.45745, -4.23008, -1.08478], [-2.86328, -3.92504, -2.36485], [-0.68343, -1.28837, 1.35660], [-1.34715, -0.22166, 2.08783], [-1.39128, 1.25979, 1.49834], [-2.85148, 1.93462, 1.68336], [-2.77266, 3.37864, 0.95565], [-4.13625, 3.83180, 0.80023], [-4.22854, 4.90333, -0.11159], [-3.36126, 5.22439, -0.93348], [5.23572, 2.77120, -1.43182], [6.05329, 1.58113, -1.49090], [7.63041, 1.92347, -1.54370], [1.95755, 6.44734, -1.75637], [0.47484, 5.88879, -2.79087], [0.69653, 5.30246, -1.00142], [1.36303, 3.58291, -2.91509], [2.84302, 4.64897, -3.24488], [4.00780, 0.85669, 0.46161], [3.10255, 0.03355, -0.94240], [1.01018, 1.41973, -0.25097], [1.98343, 2.23031, 1.07862], [1.25132, 0.34006, 2.49209], [2.66307, -0.42869, 1.67045], [1.64339, -3.36517, 3.50295], [3.65003, -3.48164, 1.01569], [0.83253, -4.64206, 2.12598], [1.09810, 0.34203, -2.96287], [-1.11805, 0.02977, -3.58327], [-5.14325, -1.56321, -0.65293], [-4.78938, 0.18819, -0.33478], [-4.00468, -1.01820, 0.77972], [-3.25429, 1.37621, -1.41721], [-3.77835, -3.71256, 2.24391], [-2.64310, -2.46124, 2.98596], [-1.23337, -5.18320, 2.51317], [-1.33998, -4.08069, 4.06481], [-2.76768, -5.30294, 0.70702], [-1.37559, -4.81888, -0.34752], [-4.30315, -3.52702, -0.81346], [-3.94859, -5.25752, -1.24314], [-0.90768, -0.15378, 3.15003], [-2.44917, -0.50988, 2.26451], [-0.71262, 1.89762, 2.17818], [-0.97218, 1.39204, 0.45484], [-3.67610, 1.35907, 1.15905], [-3.13929, 2.04048, 2.78479], [-2.12958, 4.03447, 1.62329], [-2.22228, 3.19398, -0.02467], [-5.19726, 5.50543, -0.10311], [5.81703, 0.88073, -2.35598], [5.92230, 0.95753, -0.53040], [7.90343, 2.61432, -0.67048], [7.90876, 2.39593, -2.55216], [8.23811, 0.95357, -1.45690]], "mulliken_charge": [-0.99, -0.12, -0.39, 1.11, -0.72, -0.61, -0.60, -1.12, 0.08, 0.69, -0.92, -0.53, -0.45, -0.13, 0.12, -0.02, 0.35, -0.39, 1.14, -0.02, -0.93, -0.40, -3.01, 1.28, -0.40, -0.16, -0.35, -0.52, -0.11, -0.27, 1.52, -1.47, 0.45, -0.55, -0.61, -0.26, 0.10, -0.43, -0.45, -0.03, -1.15, 0.28, 0.35, 0.21, 0.17, 0.33, 0.41, 0.20, 0.04, 0.73, 0.30, 0.68, 0.21, 0.31, 0.33, 0.08, 0.13, 0.33, 0.54, 0.22, 0.21, 0.53, 0.23, 0.11, 0.33, 0.65, 0.09, 0.05, 0.33, 0.26, 0.55, 0.52, -0.30, 0.10, 0.46, 0.35, 0.27, 0.35, 0.30, 0.14, 0.29, 0.31, 0.34], "max_force_ha_per_bohr": 0.093, "smiles": "CCOP(=O)(CCC[C@]1(P(=N)(O)O)O[C@](Br)([PH2]=S)N(P(C)O)C(N(CCF)CCF)=[N+]1CCCCOC=O)OCC", "total_charge": 1, "total_energy_ha": -6220.41257}

***

Q: Which formula does entry 3 have?
A: C18H41ClNO10P2

***

Q: What is the formula in the fourth record?
A: C20H42BrF2N4O9P4S